No. 1
A molecular structure, C6F18K2N3O12S6 in a non-equilibrium geometry, computed with wB97M-V/def2-TZVPD.

charge	-1
max |F|	4.98	eV/A
2S+1	1
frontier orbital gap	0.256	hartree
energy relative to the best compared isomer or geometry (same formula, charge and spin)	0.00	kcal/mol
calculated total energy	-6682.39168	Ha

```
47
Properties=species:S:1:pos:R:3:forces:R:3
K 4.14520 -1.85927 -1.72697 -0.67 0.28 0.26
K 0.31244 -0.23536 0.36237 -0.52 0.68 -0.38
C -1.34600 -1.71035 3.52187 1.99 -0.31 2.14
F -1.43475 -0.94642 2.45962 -0.73 -0.09 -0.70
F -1.67386 -0.98809 4.60212 -0.02 -0.18 -0.42
F -2.11852 -2.79551 3.50968 0.52 0.78 -0.69
S 0.58957 -2.20831 3.75231 -1.25 -2.95 1.39
O 1.24922 -1.45334 4.79853 -1.54 0.39 -1.39
O 0.60381 -3.65759 3.93528 -0.72 1.20 0.41
N 1.08036 -2.00758 2.20817 -0.78 1.24 1.64
S 2.61530 -2.18703 2.22765 3.77 -0.33 0.93
O 3.17420 -1.21850 1.27510 -0.08 -1.09 -0.41
O 3.37058 -2.30450 3.50509 -1.88 -0.08 -3.14
C 2.76145 -3.92865 1.39179 0.85 0.64 2.78
F 4.00603 -4.31552 1.56848 1.74 -0.61 0.97
F 1.98022 -4.90285 1.86341 -0.09 0.95 -0.69
F 2.69504 -3.77805 0.11394 -1.50 0.22 -2.99
C -2.79035 3.59843 2.55577 -0.30 0.21 -2.22
F -1.51023 3.64157 2.23417 0.48 -0.34 0.37
F -2.95706 2.91753 3.67074 -0.25 0.25 0.24
F -3.17611 4.89320 2.65646 -0.35 -1.25 0.46
S -3.74611 2.78897 1.00329 -2.93 0.70 -0.28
O -3.44701 1.36930 0.69523 0.33 2.72 1.25
O -5.17940 3.02724 1.26910 2.55 0.12 -0.06
N -3.17379 3.97887 -0.14453 -1.54 -1.56 3.89
S -2.19103 3.11375 -0.93397 1.34 -2.50 -4.09
O -1.07047 2.46236 -0.23630 -0.87 -0.04 -0.38
O -2.94251 2.35570 -1.95727 2.04 1.02 1.25
C -1.19777 4.41571 -1.77778 1.39 -0.39 -0.02
F -1.88597 5.36249 -2.35620 -0.78 1.00 0.07
F -0.31326 4.95785 -0.88161 -0.82 -0.06 -0.66
F -0.45981 3.86225 -2.75851 0.00 -0.23 0.38
C 0.39701 -3.65131 -2.55803 0.85 2.14 0.56
F -0.42297 -4.50618 -3.12304 0.44 0.20 0.14
F 0.48296 -3.85591 -1.23165 -0.60 -0.06 -0.70
F 1.65919 -3.75053 -3.02391 -0.05 -0.69 -0.37
S -0.14767 -1.81811 -2.92133 -1.12 0.37 -1.91
O -0.33550 -1.69747 -4.39195 0.97 -0.98 3.39
O -1.33210 -1.72132 -2.10919 0.82 0.04 0.34
N 1.15689 -0.77409 -2.27866 -1.43 -2.50 -0.48
S 1.07473 0.41260 -3.33296 -2.06 3.18 -0.76
O 1.67172 0.11797 -4.58159 1.77 -0.14 -1.11
O -0.28379 0.97084 -3.44420 2.61 -0.33 1.08
C 2.33070 1.76791 -2.51923 -2.02 -0.56 0.31
F 1.70846 2.31432 -1.47376 0.44 -0.71 0.51
F 3.49210 1.14902 -2.10153 -0.62 0.59 -0.42
F 2.57888 2.79397 -3.31600 0.63 -0.94 -0.48
```
Forces are in eV/Å.

=====

No. 2
A molecular structure, C6F18Li3N3O12S6 in a non-equilibrium geometry, computed with wB97M-V/def2-TZVPD.

max |F|	6.03	eV/A
2S+1	1
frontier orbital gap	0.387	hartree
energy relative to the best compared isomer or geometry (same formula, charge and spin)	65.35	kcal/mol
calculated total energy	-5505.09265	Ha

```
48
Properties=species:S:1:pos:R:3:forces:R:3
Li 1.17079 2.07351 -1.59249 0.44 0.00 -0.09
Li 0.13282 0.17956 -0.03254 -0.01 -0.88 0.77
Li -2.31824 -1.46684 -0.10135 0.16 0.64 -0.12
C -2.88569 -2.33865 3.57875 -2.13 1.99 -0.45
F -2.18434 -2.65671 4.56572 1.65 -0.57 2.19
F -2.92265 -3.32866 2.71775 -0.54 -0.26 -0.74
F -4.16900 -2.06953 4.09772 2.00 -0.12 -1.75
S -2.16688 -0.70698 2.64342 -0.98 3.18 2.54
O -3.33627 -0.22021 1.89465 1.69 -1.27 0.35
O -1.58327 0.19919 3.70823 -1.86 -3.06 -3.75
N -1.03119 -1.25014 1.40872 -3.87 1.42 1.81
S 0.19282 -1.70849 2.21943 4.44 -1.79 2.19
O 1.36460 -0.94975 1.79098 -0.91 -0.52 -0.71
O 0.06895 -1.87654 3.66131 -0.19 -0.10 -2.06
C 0.43710 -3.50389 1.58693 -3.07 1.28 -0.37
F 1.65396 -3.76287 1.71868 3.34 -1.07 0.24
F -0.30001 -4.36663 2.32928 0.28 0.67 -0.91
F 0.09688 -3.62008 0.25131 -0.03 0.05 1.36
C -0.36966 -0.48950 -3.98432 -1.06 1.23 -0.85
F 0.11105 0.76983 -4.20116 0.35 -1.48 0.21
F -1.67327 -0.30062 -3.78649 -0.21 -0.36 0.38
F -0.25189 -1.24745 -5.06686 0.74 0.33 0.96
S 0.30428 -1.24148 -2.36014 1.09 0.21 0.87
O -0.77884 -1.28348 -1.41883 -1.36 0.29 0.13
O 0.97251 -2.49035 -2.57333 -0.66 1.07 -0.61
N 1.27642 0.01670 -1.72345 -1.97 -3.64 -1.46
S 2.71718 -0.31079 -2.35963 1.34 1.05 -0.50
O 2.70552 -0.62031 -3.75404 -0.35 -1.37 0.26
O 3.34281 0.93179 -2.09080 1.88 1.41 1.34
C 3.59177 -1.72961 -1.29218 2.20 -0.49 -1.36
F 3.67782 -1.34852 -0.00082 -0.51 -0.79 -1.79
F 3.14911 -2.96940 -1.50955 -0.80 1.12 1.30
F 4.85905 -1.84294 -1.83928 -1.10 1.39 0.89
C -2.17038 3.42731 -1.68057 5.65 0.41 -0.05
F -3.35153 3.68501 -1.79296 -5.96 0.73 0.62
F -1.76729 2.97218 -2.87884 0.69 -1.85 0.13
F -1.46693 4.58018 -1.59100 -0.06 -0.39 1.08
S -1.83433 2.22589 -0.07577 -1.63 -0.73 -0.32
O -2.60408 2.73062 1.03925 1.74 0.58 -1.53
O -2.29097 0.90360 -0.45788 1.01 0.03 -1.10
N -0.09395 2.08999 0.03269 -3.00 0.81 -0.70
S 0.23851 3.21373 1.13254 1.22 2.85 4.09
O -0.02654 4.57900 0.68802 0.28 -1.78 -0.01
O -0.23630 2.82901 2.46237 1.09 0.31 -2.16
C 2.16901 3.07489 1.15584 -3.27 1.45 1.33
F 2.67765 4.15209 1.77706 -0.11 -1.15 -0.91
F 2.40443 1.98783 1.85096 1.22 -0.22 -0.84
F 2.49841 3.07848 -0.14735 1.13 -0.61 0.08
```
Forces are in eV/Å.

=====

No. 3
C6H10 in the gas phase in a non-equilibrium geometry, computed with wB97M-V/def2-TZVPD.

SMILES string	C[C@H]1C[C@H]2C[C@H]21
max |F|	3.79	eV/A
2S+1	1
frontier orbital gap	0.326	hartree
energy relative to the best compared isomer or geometry (same formula, charge and spin)	93.37	kcal/mol
calculated total energy	-234.45372	Ha

```
16
Properties=species:S:1:pos:R:3:forces:R:3
C -0.82452 -0.85545 1.31399 0.05 0.04 -0.04
C -0.55297 0.48946 0.63009 -0.19 0.13 -0.07
C 0.91188 0.97484 0.63442 0.03 0.56 -1.06
C 1.05412 0.56473 -0.82366 -0.12 -3.49 -1.48
C 0.08926 -0.87154 -1.44296 1.84 0.58 0.39
C -0.43173 0.38775 -0.91320 -0.56 0.64 -0.09
H -1.10735 -0.73352 2.36628 0.09 0.06 -0.20
H -1.63899 -1.37289 0.79209 0.08 0.10 0.16
H 0.04458 -1.52091 1.28013 -0.08 0.15 0.01
H -1.28461 1.22009 0.98652 0.11 -0.02 -0.11
H 0.91343 1.96064 0.01184 0.16 0.13 3.30
H 1.58880 0.75900 1.50045 -0.33 0.45 -0.96
H 1.95450 0.79809 -1.37823 -0.74 0.37 -0.69
H 0.41369 -1.72409 -0.87451 -0.75 -0.18 0.31
H -0.07085 -1.05640 -2.52034 0.75 0.44 0.61
H -1.05926 0.98018 -1.56291 -0.33 0.03 -0.06
```
Forces are in eV/Å.

=====

No. 4
C6H10 in the gas phase, computed with wB97M-V/def2-TZVPD.

max |F|	0.45	eV/A
2S+1	1
frontier orbital gap	0.319	hartree
energy relative to the best compared isomer or geometry (same formula, charge and spin)	96.23	kcal/mol
calculated total energy	-234.44915	Ha

```
16
Properties=species:S:1:pos:R:3:forces:R:3
C -1.76131 -0.37340 -0.23847 0.01 -0.01 -0.07
C -0.90883 0.41191 0.75283 -0.06 -0.06 0.18
C 1.35190 0.68203 1.11993 -0.07 -0.15 -0.42
C 1.76098 -0.33473 0.04087 0.13 -0.07 0.10
C 1.01948 0.47388 -1.04562 -0.05 0.03 -0.07
C 0.31443 1.17333 0.13645 -0.03 0.20 0.01
H -2.59527 -0.85608 0.28767 0.18 0.12 -0.14
H -1.18045 -1.16259 -0.73322 -0.15 0.16 0.09
H -2.17487 0.28408 -1.01469 0.10 -0.16 0.14
H -1.51365 1.15954 1.27629 0.13 -0.13 -0.08
H -0.56454 -0.27112 1.54955 -0.08 0.09 -0.15
H 2.84688 -0.48011 -0.04051 -0.23 0.00 0.05
H 1.31947 -1.32335 0.23757 0.09 0.21 0.01
H 0.42086 -0.04965 -1.80438 0.15 0.12 0.23
H 1.69837 1.16681 -1.55491 -0.16 -0.14 0.08
H 0.09117 2.24395 0.07144 0.03 -0.20 0.05
```
Forces are in eV/Å.